No. 1
C17H11BrLuN4OS3 | ωB97M-V with the def2-TZVPD basis set

Results
**Charge**: -1
**Highest occupied orbital energy**: -4.82 eV
**Energy relative to the best compared isomer or geometry (same formula, charge and spin)**: 0.0 kJ/mol
**Lowest unoccupied orbital energy**: 2.18 eV

Cartesian coordinates (Å):
Lu -1.514 -0.549 0.042
S 0.221 1.290 1.112
C -0.037 1.051 2.798
S -1.528 0.469 3.463
C 0.977 1.356 3.697
C 2.248 1.833 3.259
N 3.291 2.207 2.941
C 0.806 1.200 5.105
N 0.672 1.076 6.244
O 0.743 -5.964 -0.943
C 0.497 -4.724 -0.428
C 1.020 -4.342 0.812
C 0.730 -3.080 1.275
N -0.021 -2.240 0.558
C -0.573 -2.585 -0.634
Br -3.935 -0.975 -1.045
C -0.295 -3.852 -1.150
H 1.282 -6.462 -0.319
H 1.636 -5.017 1.394
H 1.112 -2.721 2.224
H -0.714 -4.177 -2.094
S -2.206 3.536 -2.607
C -2.454 2.025 -1.825
N -1.397 1.308 -1.625
C -0.261 1.950 -2.116
C 1.037 1.441 -2.068
C 2.059 2.204 -2.585
C 1.804 3.461 -3.153
C 0.525 3.970 -3.213
C -0.510 3.197 -2.686
H -3.437 1.680 -1.531
H 1.236 0.479 -1.613
H 3.074 1.834 -2.539
H 2.626 4.044 -3.547
H 0.332 4.940 -3.651
C -2.585 0.055 2.088
H -3.176 -0.794 2.450
H -3.285 0.876 1.906

Mulliken atomic charge list, values in e, 4 entries: Lu 1.148; S -0.385; C 0.935; S -0.175


No. 2
C17H11Cl7N2O5SiW | ωB97M-V with the def2-TZVPD basis set

Results
**Multiplicity**: 3
**Highest occupied orbital energy (alpha / beta)**: -8.02 / -8.19 eV
**Energy relative to the best compared isomer or geometry (same formula, charge and spin)**: 0.0 kJ/mol
**Lowest unoccupied orbital energy (alpha / beta)**: -1.00 / -1.14 eV

Cartesian coordinates (Å):
W -0.454 0.769 -0.668
Cl -1.603 -3.502 -5.837
C -1.592 -2.127 -4.799
C -2.514 -1.098 -4.997
Cl -3.668 -1.195 -6.273
C -2.505 0.011 -4.155
Cl -3.620 1.306 -4.345
C -1.572 0.076 -3.132
O -1.515 1.112 -2.250
C -0.655 -0.957 -2.907
O 0.161 -0.817 -1.876
C -0.666 -2.061 -3.762
Cl 0.471 -3.320 -3.473
O 1.398 1.763 -1.054
C 1.938 1.311 -0.002
N 1.199 0.489 0.749
C 1.930 0.161 1.905
O 1.558 -0.509 2.831
C 3.257 0.871 1.784
C 4.336 0.899 2.638
C 5.436 1.659 2.235
C 5.440 2.358 1.034
C 4.340 2.331 0.176
C 3.265 1.572 0.586
H 4.328 0.359 3.574
H 6.307 1.705 2.876
H 6.312 2.937 0.761
H 4.333 2.881 -0.753
C -3.530 -2.485 2.572
N -2.426 -1.785 1.920
C -1.156 -1.650 2.624
C -2.629 -1.170 0.785
O -1.792 -0.439 0.204
H -3.126 -3.328 3.126
H -4.221 -2.861 1.821
H -4.050 -1.818 3.258
H -1.010 -2.529 3.244
H -1.156 -0.751 3.239
H -0.351 -1.577 1.903
H -3.603 -1.310 0.317
Cl -2.921 2.115 2.002
Si -1.423 2.723 0.665
Cl 0.015 3.627 1.882
Cl -2.265 4.256 -0.429

Mulliken atomic charge list, values in e, 4 entries: W 2.103; Cl -0.189; C 0.176; C 0.430


No. 3
C17H11LiNO5S | ωB97M-V with the def2-TZVPD basis set

Results
**Charge**: -1
**Highest occupied orbital energy**: -4.96 eV
**Lowest unoccupied orbital energy**: 2.30 eV

Cartesian coordinates (Å):
Li 3.045 -1.798 -1.017
O 1.398 1.739 1.335
C 2.261 1.301 0.384
O 2.058 1.422 -0.788
C 3.455 0.606 0.978
C 3.981 0.974 2.201
C 5.146 0.342 2.625
C 5.722 -0.630 1.831
C 5.095 -0.976 0.638
N 3.987 -0.361 0.226
C 5.614 -2.110 -0.264
O 6.799 -2.422 -0.113
O 4.727 -2.585 -1.032
H 0.642 2.102 0.852
H 3.503 1.741 2.793
H 5.594 0.611 3.574
H 6.634 -1.142 2.104
C -6.188 2.343 -1.778
C -5.707 1.761 -0.476
O -5.203 2.402 0.398
S -5.927 -0.064 -0.338
C -4.202 -0.514 -0.467
C -3.776 -1.208 -1.597
C -2.450 -1.594 -1.722
C -1.505 -1.284 -0.734
C -1.961 -0.587 0.397
C -3.289 -0.216 0.540
C -0.130 -1.653 -0.870
C 1.053 -1.966 -0.992
H -6.134 3.431 -1.762
H -7.205 2.005 -1.978
H -5.554 1.948 -2.574
H -4.492 -1.438 -2.377
H -2.122 -2.134 -2.600
H -1.250 -0.360 1.181
H -3.619 0.314 1.423

Mulliken atomic charge list, values in e, 4 entries: Li 1.106; O -0.472; C 0.027; O -0.519


no.,energy (eV)
1,-161988.98786
2,-128392.01580
3,-40577.93771